Formula: C4H6N2O
Source: OMol25
Level of theory: ωB97M-V/def2-TZVPD

Last column: Mulliken charge in e.
Positions of all 13 atoms, in Å:
1 C 0.232 1.212 -0.230  -0.0487
2 H -0.541 -2.112 -0.151  0.2305
3 N -0.441 0.903 -1.394  -0.0538
4 N 1.118 -0.606 1.536  -0.6592
5 H -0.553 1.572 -2.138  0.2120
6 H -0.142 0.654 1.478  0.2288
7 H -0.996 -0.888 -2.395  0.3951
8 H 0.854 -1.571 1.746  0.2161
9 H 1.221 0.046 2.324  0.2755
10 C -0.597 -1.026 -0.233  -0.6248
11 C -0.756 -0.446 -1.434  -0.2631
12 C 0.085 -0.030 0.693  0.6901
13 O 0.551 2.322 0.117  -0.5984

Values from the calculation:
ΔE to the lowest compared entry with this formula, charge and spin	57.8	kcal per mole
lowest unoccupied orbital energy	0.8441	eV
gap between HOMO and LUMO	9.28	eV
HOMO energy	-8.432	eV
SMILES	N[C@@H]1C=CNC1=O